# 1
{
  "formula": "C31H56MnN3O3P2",
  "method": "ωB97M-V with the def2-TZVPD basis set",
  "orbital_gap_ev": [6.13, 6.45],
  "de_lowest_kcal_mol": 0.0,
  "homo_energy_ev": [-8.69, -9.43],
  "charge": 1,
  "multiplicity": 6,
  "mol_weight_g_mol": 635.69,
  "e_tot_ev": -93560.04243,
  "symbols": ["C", "C", "C", "C", "C", "H", "H", "H", "N", "P", "P", "C", "H", "H", "C", "O", "C", "H", "C", "C", "C", "C", "C", "H", "H", "H", "C", "H", "H", "H", "C", "H", "H", "H", "C", "H", "H", "H", "C", "H", "H", "H", "C", "H", "H", "H", "C", "H", "H", "H", "C", "H", "H", "H", "C", "H", "H", "H", "C", "H", "H", "H", "C", "H", "H", "H", "C", "H", "H", "H", "Mn", "N", "C", "C", "C", "C", "C", "H", "H", "H", "H", "H", "H", "H", "H", "H", "N", "C", "C", "O", "O", "H", "H", "H", "H", "H"],
  "positions_angstrom": [[-1.207, 2.841, -0.173], [-0.810, 1.884, -2.287], [-1.846, 3.933, -0.761], [-1.299, 3.034, -2.921], [-1.859, 4.032, -2.150], [-2.267, 4.690, -0.108], [-1.258, 3.069, -4.016], [-2.309, 4.899, -2.633], [-0.758, 1.811, -0.909], [0.443, 1.602, 1.720], [-0.680, -0.903, -2.134], [-0.980, 2.762, 1.321], [-0.782, 3.757, 1.754], [-1.873, 2.354, 1.829], [0.791, -1.199, 0.791], [1.344, -2.046, 1.422], [-0.300, 0.712, -2.966], [-0.294, 0.718, -4.072], [0.388, -2.267, -2.980], [-2.480, -1.082, -2.642], [2.012, 2.699, 1.516], [0.175, 1.181, 3.548], [1.565, -2.631, -2.060], [1.219, -3.045, -1.107], [2.167, -3.399, -2.567], [2.217, -1.779, -1.845], [-0.419, -3.538, -3.211], [-0.833, -3.929, -2.278], [-1.217, -3.410, -3.943], [0.257, -4.301, -3.612], [0.946, -1.748, -4.305], [1.499, -2.572, -4.787], [0.162, -1.438, -5.009], [1.647, -0.915, -4.148], [-3.029, -2.374, -2.018], [-2.544, -2.597, -1.060], [-4.100, -2.243, -1.827], [-2.921, -3.234, -2.681], [-3.288, 0.101, -2.084], [-3.154, 0.188, -0.998], [-3.024, 1.052, -2.561], [-4.353, -0.089, -2.283], [-2.589, -1.076, -4.179], [-1.853, -0.437, -4.682], [-2.521, -2.082, -4.608], [-3.576, -0.674, -4.448], [1.413, 0.437, 4.057], [1.202, 0.102, 5.079], [1.621, -0.452, 3.450], [2.314, 1.058, 4.098], [-1.026, 0.241, 3.639], [-1.937, 0.698, 3.242], [-0.841, -0.696, 3.110], [-1.198, 0.010, 4.695], [-0.131, 2.423, 4.399], [-0.870, 3.087, 3.931], [-0.561, 2.076, 5.349], [0.760, 3.007, 4.650], [1.843, 3.561, 0.268], [1.079, 4.339, 0.384], [2.797, 4.062, 0.069], [1.593, 2.953, -0.606], [3.197, 1.754, 1.340], [3.128, 1.201, 0.402], [4.108, 2.356, 1.312], [3.293, 1.032, 2.155], [2.241, 3.623, 2.718], [1.381, 4.278, 2.927], [2.526, 3.083, 3.631], [3.089, 4.277, 2.463], [0.220, 0.176, -0.178], [1.825, 0.511, -1.246], [1.751, 0.863, -2.431], [2.622, 1.508, -3.460], [1.980, 1.704, -4.833], [2.979, 2.888, -2.931], [3.862, 0.593, -3.566], [1.672, 0.766, -5.305], [1.117, 2.372, -4.771], [2.714, 2.180, -5.508], [3.447, 2.807, -1.946], [3.672, 3.406, -3.605], [2.073, 3.495, -2.841], [4.217, 0.495, -4.607], [4.670, 1.008, -2.937], [3.645, -0.424, -3.186], [-3.513, -2.872, 2.965], [-3.825, -1.808, 1.966], [-2.473, -1.549, 1.301], [-1.680, -2.530, 1.335], [-2.263, -0.386, 0.830], [-2.730, -3.419, 2.535], [-4.331, -3.443, 3.198], [-3.187, -2.435, 3.837], [-4.541, -2.203, 1.235], [-4.233, -0.915, 2.445]],
  "mulliken_spin": [0.025, -0.007, 0.012, 0.000, 0.007, 0.001, 0.000, 0.000, -0.021, 0.144, 0.042, 0.031, 0.002, 0.005, -0.108, 0.163, 0.060, 0.009, 0.029, 0.065, 0.014, 0.028, 0.037, -0.004, 0.000, 0.006, 0.006, -0.002, 0.000, 0.000, -0.004, -0.001, 0.000, 0.006, 0.020, -0.007, 0.002, 0.000, 0.031, -0.003, -0.001, 0.001, 0.003, -0.001, 0.001, 0.000, 0.007, 0.000, -0.003, 0.000, 0.011, 0.003, -0.005, 0.000, -0.001, -0.002, 0.000, 0.002, 0.028, 0.002, 0.001, 0.006, 0.028, 0.007, 0.000, 0.001, 0.002, 0.000, 0.001, -0.001, 4.310, -0.038, -0.015, 0.010, -0.002, 0.004, 0.009, -0.001, 0.000, 0.000, 0.000, 0.000, 0.001, 0.000, 0.000, -0.001, 0.001, 0.001, 0.019, 0.000, 0.022, 0.000, 0.001, 0.000, 0.000, -0.001]
}



# 2
{
  "formula": "C18H44N4O16",
  "method": "ωB97M-V with the def2-TZVPD basis set",
  "orbital_gap_ev": 9.51,
  "smiles": "COC[C@H](C)N.COC[C@H](C)N.CNC(C)=O.CNC(C)=O.O=C(O)O.O=C(O)O.O=C(O)O.O=C=O.O",
  "de_lowest_kcal_mol": 0.0,
  "homo_energy_ev": -9.30,
  "mol_weight_g_mol": 572.56,
  "e_tot_ev": -58100.38618,
  "symbols": ["C", "C", "O", "N", "H", "H", "C", "H", "H", "H", "H", "H", "H", "C", "C", "O", "N", "H", "H", "C", "H", "H", "H", "H", "H", "H", "C", "C", "C", "O", "C", "N", "H", "H", "H", "H", "H", "H", "H", "H", "H", "H", "H", "H", "C", "C", "C", "O", "C", "N", "H", "H", "H", "H", "H", "H", "H", "H", "H", "H", "H", "H", "O", "C", "O", "O", "H", "O", "C", "O", "O", "H", "O", "C", "O", "O", "H", "O", "C", "O", "O", "H"],
  "positions_angstrom": [[4.127, 0.527, -1.054], [4.090, 0.938, -2.522], [4.807, 1.830, -2.950], [3.407, 0.022, -3.272], [2.729, -0.455, -2.699], [1.185, 4.050, -3.358], [3.077, 0.425, -4.652], [3.157, 0.134, -0.646], [4.574, 1.217, -0.273], [4.759, -0.429, -0.988], [3.148, 1.561, -4.825], [2.038, 0.019, -4.822], [3.749, -0.081, -5.367], [2.243, -4.249, -1.461], [0.852, -4.688, -1.088], [-0.072, -3.880, -0.850], [0.474, -5.983, -1.292], [1.222, -6.596, -1.617], [-1.007, -1.137, 0.694], [-0.889, -6.465, -1.165], [2.092, -3.757, -2.456], [2.908, -5.064, -1.580], [2.598, -3.516, -0.678], [-1.614, -5.657, -1.101], [-0.915, -7.025, -0.169], [-0.955, -7.222, -2.030], [-5.092, 3.232, -1.942], [-4.032, 2.146, -2.135], [-3.735, 2.000, -3.627], [-2.837, 0.945, -3.824], [-2.421, 0.683, -5.173], [-2.749, 2.415, -1.494], [-2.619, 3.390, -1.341], [-2.689, 2.010, -0.579], [-1.167, 2.607, -2.202], [-6.028, 3.035, -2.463], [-4.736, 4.165, -2.392], [-5.475, 3.508, -0.945], [-4.479, 1.191, -1.798], [-3.267, 2.904, -4.020], [-4.644, 1.885, -4.239], [-1.906, -0.280, -5.112], [-1.728, 1.458, -5.453], [-3.271, 0.597, -5.846], [1.668, 3.070, 3.893], [2.295, 1.708, 3.673], [1.409, 0.576, 4.286], [0.366, 0.256, 3.328], [-0.922, 0.161, 3.930], [2.562, 1.385, 2.249], [1.672, 1.398, 1.723], [3.296, 1.947, 1.746], [3.586, 0.201, 2.133], [2.357, 3.893, 3.793], [1.247, 3.186, 4.869], [0.821, 3.325, 3.254], [3.274, 1.597, 4.215], [0.908, 1.041, 5.170], [2.054, -0.294, 4.507], [-1.678, 0.763, 3.427], [-1.021, 0.462, 4.978], [-1.328, -0.873, 3.978], [0.156, 3.724, -0.633], [0.291, 3.612, -1.842], [1.456, 3.850, -2.439], [-0.399, 2.943, -2.711], [-0.894, 2.590, 0.706], [2.427, -1.782, 2.356], [3.713, -1.665, 1.792], [4.362, -0.447, 1.972], [4.136, -2.523, 1.076], [1.818, -1.013, 2.242], [-1.360, 1.759, 1.056], [-0.796, 0.612, 0.662], [0.128, 0.561, -0.067], [-1.597, -0.389, 1.006], [-4.067, -1.139, 4.565], [-4.436, -1.551, 5.288], [-4.218, -4.573, 6.926], [-5.022, -4.908, 6.250], [-3.317, -4.008, 7.463], [-3.859, -1.866, 5.983]],
  "mulliken_charge": [-0.415, 0.480, -0.645, -0.144, 0.303, 0.324, -0.825, -0.126, 0.265, 0.301, 0.231, 0.304, 0.280, -0.563, 0.599, -0.682, -0.195, 0.225, 0.409, -0.773, 0.183, 0.396, 0.031, 0.290, 0.240, 0.262, -1.589, 0.380, -0.932, -0.242, -0.798, -0.435, 0.412, -0.022, 0.504, 0.414, 0.374, 0.356, 0.274, 0.301, 0.558, 0.225, 0.302, 0.336, -1.554, 0.421, -0.806, -0.107, -0.861, -0.123, -0.223, 0.419, 0.382, 0.404, 0.447, 0.232, 0.335, 0.530, 0.257, 0.211, 0.383, 0.270, -0.613, 0.695, -0.481, -0.332, 0.397, -0.431, 0.589, -0.575, -0.490, 0.315, -0.574, 0.665, -0.502, -0.460, 0.298, -0.616, 0.656, -0.219, -0.435, 0.325]
}



# 3
{
  "formula": "C5H13NO",
  "method": "ωB97M-V with the def2-TZVPD basis set",
  "orbital_gap_ev": 9.74,
  "smiles": "C=CC[C@@H](C)N.O",
  "de_lowest_kcal_mol": 57.9,
  "homo_energy_ev": -8.92,
  "mol_weight_g_mol": 103.16,
  "e_tot_ev": -8931.50057,
  "symbols": ["C", "C", "C", "C", "C", "N", "H", "H", "H", "H", "H", "H", "H", "H", "H", "H", "H", "H", "H", "O"],
  "positions_angstrom": [[1.329, 1.315, -0.105], [-0.084, 1.296, 0.467], [-1.011, 1.265, -0.862], [-1.597, -0.129, -0.997], [-2.619, -0.586, -0.229], [-0.373, 2.489, 1.275], [2.055, 1.545, 0.737], [1.554, 0.219, -0.384], [1.529, 1.936, -1.010], [-0.254, 0.432, 1.076], [-0.375, 1.441, -1.654], [-1.674, 2.069, -1.007], [-1.074, -0.761, -1.722], [-3.095, -1.534, -0.373], [-2.958, 0.047, 0.602], [0.343, 3.116, 1.316], [-1.268, 2.804, 1.116], [3.629, -6.193, 0.990], [2.745, -5.007, 0.504], [3.198, -5.764, 0.261]],
  "nbo_charge": [-0.627, -0.030, -0.462, -0.165, -0.409, -0.850, 0.208, 0.214, 0.213, 0.185, 0.202, 0.214, 0.195, 0.202, 0.189, 0.361, 0.361, 0.474, 0.470, -0.944]
}